Below is C13H21F9IO3P2Sm as an isolated structure, with properties calculated with ωB97M-V with the def2-TZVPD basis set.

Structure (XYZ):
```
50
C13H21F9IO3P2Sm | the Open Molecules 2025 dataset | ωB97M-V with the def2-TZVPD basis set
C -0.0005 -0.0503 -7.7882
C 0.0060 0.6617 -6.4523
H 0.0035 0.7267 -8.5706
H -0.8927 -0.6811 -7.8893
H 0.8837 -0.6919 -7.8918
O 0.0173 1.8610 -6.2878
I -0.0056 -0.5590 -4.6109
Sm -0.0051 -0.5889 0.1431
P 2.6797 -0.0366 -0.2419
C 3.5791 1.2351 0.6690
C 3.1893 -1.6455 0.5223
H 4.2806 -1.7505 0.4330
H 4.3524 -0.2866 -2.0353
H 2.7008 -2.4905 -0.0037
H 2.7407 -0.9045 -2.4831
H 3.2725 1.1834 1.7213
H 2.9256 -1.6612 1.5961
C 3.2801 -0.1035 -1.9530
H 4.6668 1.1062 0.6161
H 3.0475 0.8580 -2.4340
H 3.3200 2.2222 0.2607
P -2.6799 0.0134 -0.2386
C -3.5546 1.3034 0.6706
C -3.2837 -0.0456 -1.9489
H -2.7474 -2.4392 0.0039
H -4.3119 -1.6684 0.4421
H -2.9533 -1.6029 1.6027
C -3.2185 -1.5840 0.5293
H -2.7582 -0.8561 -2.4786
H -4.3589 -0.2113 -2.0298
H -4.6446 1.1959 0.6178
H -3.2762 2.2848 0.2613
H -3.0360 0.9112 -2.4314
H -3.2492 1.2469 1.7230
C 0.0170 1.8691 0.5783
O 0.0269 2.9401 0.9737
F -1.2556 1.9044 3.5721
C -1.2717 0.6248 4.0257
F -1.4428 0.6680 5.3660
F -2.3834 0.0285 3.5000
C -0.0004 -0.1122 3.5407
O 0.0023 -0.0073 2.1558
C 1.2803 0.6059 4.0293
F 1.4509 0.6436 5.3698
F 2.3839 -0.0043 3.5033
F 1.2819 1.8865 3.5785
C -0.0118 -1.6299 3.8841
F -0.0156 -1.8951 5.2040
F -1.1089 -2.2295 3.3363
F 1.0780 -2.2452 3.3394
```

## Properties
HOMO-LUMO gap (spin up / spin down) (eV): 6.25 / 7.73
2S+1: 6
Molecular weight (Da): 735.5
Total charge: +2
Electronic energy (Eh): -3270.3344
HOMO energy (spin up / spin down) (eV): -14.9 / -14.9
ΔE to the lowest compared entry with this formula, charge and spin (kcal per mole): 7.9
LUMO energy (spin up / spin down) (eV): -8.64 / -7.16

***

Below is a 2-piece molecular cluster, C11H11N3O overall, with properties calculated with ωB97M-V with the def2-TZVPD basis set.

Structure (XYZ):
```
26
C11H11N3O | the Open Molecules 2025 dataset | ωB97M-V with the def2-TZVPD basis set
C 3.8395 -1.0506 0.1307
C 2.7496 -1.8637 0.2972
C 3.6760 0.2933 -0.2318
C 1.4586 -1.3599 0.2786
C 2.4146 0.8381 -0.2245
C 1.3046 -0.0082 0.0954
C 0.0669 0.7823 0.0931
C -0.1215 2.2319 -0.0831
C -4.0626 -0.3640 -0.9329
C -3.6430 -0.8448 0.2467
C -2.4414 -1.4945 0.4369
N -2.1113 1.2749 0.4975
N 0.6552 3.1491 -0.4220
N -1.2118 0.4012 0.5142
O -1.4353 2.4483 0.1746
H 4.8241 -1.3180 0.1380
H 2.9352 -2.9114 0.4184
H 4.5756 0.9052 -0.1913
H 0.7401 -2.2009 0.4194
H 2.1393 1.8329 -0.4461
H -5.0610 -0.1668 -0.9440
H -3.4005 -0.3937 -1.7780
H -4.2683 -0.7781 1.0613
H -1.7126 -1.7334 -0.3898
H -2.0770 -1.7223 1.3835
H 0.1671 4.0534 -0.5420
```

## Properties
HOMO-LUMO gap (spin up / spin down) (eV): 4.44 / 4.72
Molecular weight (Da): 201.2
Electronic energy (Eh): -665.0259
HOMO energy (spin up / spin down) (eV): -6.8 / -6.9
ΔE to the lowest compared entry with this formula, charge and spin (kcal per mole): 142.6
LUMO energy (spin up / spin down) (eV): -2.33 / -2.15

***

Below is C36H32AlAs2N2 as an isolated structure, with properties calculated with ωB97M-V with the def2-TZVPD basis set.

Structure (XYZ):
```
73
C36H32AlAs2N2 | the Open Molecules 2025 dataset | ωB97M-V with the def2-TZVPD basis set
Al -0.2965 0.8611 0.5394
C 2.9443 -1.3285 -1.0079
C 3.6287 -1.6053 0.1657
C 3.1180 -1.1673 1.3827
C 1.9275 -0.4692 1.3980
N 1.2634 -0.1985 0.2438
C 1.7647 -0.6173 -0.9330
C 1.2801 0.0560 2.6230
C 1.7579 -0.1361 3.9033
C 1.0627 0.4240 4.9702
C -0.0871 1.1624 4.7329
C -0.5201 1.3146 3.4316
N 0.1475 0.7686 2.4005
H 3.3137 -1.6533 -1.9697
H 4.5589 -2.1578 0.1391
H 3.6525 -1.3709 2.2981
H 1.2000 -0.3622 -1.8202
H 2.6546 -0.7093 4.0822
H 1.4215 0.2850 5.9815
H -0.6442 1.6134 5.5413
H -1.4151 1.8752 3.1924
C -2.3032 3.3829 -0.4825
C -2.9888 2.1558 -1.0812
As -2.6508 0.5034 -0.0903
C -3.5797 0.6034 1.5839
C -3.3567 -0.4091 2.5175
C -4.0523 -0.4018 3.7163
C -4.9556 0.6197 3.9864
C -5.1753 1.6273 3.0581
C -4.4934 1.6205 1.8483
C -3.2930 -0.9824 -1.1034
C -2.7157 -1.2647 -2.3405
C -3.2098 -2.3140 -3.0958
C -4.2686 -3.0751 -2.6139
C -4.8379 -2.7896 -1.3824
C -4.3545 -1.7375 -0.6162
As -0.3556 3.1596 -0.3690
C 0.3595 4.6004 0.6476
C -0.1209 5.8908 0.4278
C 0.4134 6.9455 1.1518
C 1.4169 6.7119 2.0830
C 1.8944 5.4259 2.2968
C 1.3649 4.3636 1.5802
C 0.3292 3.1635 -2.1589
C 0.0972 2.0620 -2.9810
C 0.5649 2.0601 -4.2851
C 1.2735 3.1561 -4.7641
C 1.5141 4.2464 -3.9411
C 1.0447 4.2560 -2.6338
H -2.6422 3.5903 0.5355
H -2.5093 4.2658 -1.0893
H -2.6487 1.9604 -2.1014
H -4.0717 2.2824 -1.1384
H -2.6717 -1.2254 2.3043
H -3.9053 -1.1987 4.4325
H -5.5030 0.6215 4.9193
H -5.8913 2.4101 3.2673
H -4.6978 2.3983 1.1225
H -1.8971 -0.6683 -2.7312
H -2.7776 -2.5380 -4.0612
H -4.6536 -3.8932 -3.2069
H -5.6664 -3.3812 -1.0183
H -4.8136 -1.5127 0.3385
H -0.8973 6.0880 -0.3026
H 0.0499 7.9502 0.9862
H 1.8322 7.5389 2.6424
H 2.6829 5.2547 3.0165
H 1.7553 3.3631 1.7408
H -0.4706 1.2014 -2.6279
H 0.3736 1.2134 -4.9308
H 1.6381 3.1589 -5.7820
H 2.0670 5.0963 -4.3164
H 1.2442 5.1116 -2.0001
```

## Properties
HOMO-LUMO gap (eV): 7.16
Molecular weight (Da): 669.5
Total charge: +3
Electronic energy (Eh): -6213.7113
HOMO energy (eV): -16.8
LUMO energy (eV): -9.59

***

Below is C42H39AuN3O3P2S as an isolated structure, with properties calculated with ωB97M-V with the def2-TZVPD basis set.

Structure (XYZ):
```
91
C42H39AuN3O3P2S | the Open Molecules 2025 dataset | ωB97M-V with the def2-TZVPD basis set
Au -0.6805 1.7277 0.5600
O -6.1916 1.4507 0.5043
C -5.8842 0.2922 1.0776
C -6.9408 -0.5576 1.4318
C -6.7014 -1.7665 2.0417
C -5.3921 -2.1745 2.3056
C -4.3403 -1.3582 1.9604
C -4.5555 -0.1218 1.3385
C -3.3880 0.6861 0.9815
O -2.2273 0.2349 1.2038
N -3.6300 1.8779 0.4364
N -2.5714 2.6227 0.1203
C -2.7742 3.7867 -0.4191
C -1.8008 4.7162 -0.8580
C -2.2910 5.8690 -1.5116
C -1.4638 6.8418 -2.0029
C -0.0702 6.6969 -1.8855
C 0.4524 5.6043 -1.2611
C -0.3711 4.5763 -0.7059
O 0.2294 3.6189 -0.1223
H -5.3575 1.9512 0.3361
H -7.9413 -0.2235 1.2054
H -7.5276 -2.4024 2.3221
H -5.2033 -3.1281 2.7734
H -3.3200 -1.6476 2.1691
H -3.8128 4.0843 -0.5713
H -3.3608 5.9599 -1.6349
H -1.8718 7.7129 -2.4888
H 0.5835 7.4475 -2.3057
H 1.5166 5.4577 -1.1661
C 2.3920 -3.0737 -4.3913
S 3.0274 -3.8203 -2.8613
C 3.9791 -2.4214 -2.1560
C 3.3351 -1.9071 -0.8762
C 1.9627 -1.3028 -1.1644
N 1.3136 -0.8498 0.0535
P 1.3451 0.6483 0.8358
C 1.7945 0.2026 2.5319
C 1.2061 0.8842 3.5916
C 1.6080 0.6154 4.8893
C 2.5912 -0.3328 5.1265
C 3.1642 -1.0275 4.0716
C 2.7722 -0.7586 2.7731
C 2.7405 1.6626 0.2891
C 3.0509 1.8600 -1.0550
C 4.0823 2.7073 -1.4165
C 4.7695 3.4191 -0.4475
C 4.4001 3.3053 0.8831
C 3.3984 2.4281 1.2527
P -0.2090 -1.5545 0.5467
C -1.2045 -1.3651 -0.9670
C -2.3377 -2.1644 -1.0981
C -3.2275 -1.9427 -2.1337
C -3.0087 -0.9108 -3.0332
C -1.8997 -0.0923 -2.8903
C -1.0037 -0.3164 -1.8615
C 0.3527 -3.2961 0.5399
C 0.9504 -3.6605 1.7452
C 1.4825 -4.9232 1.9146
C 1.4124 -5.8391 0.8769
C 0.8186 -5.4825 -0.3224
C 0.2838 -4.2168 -0.4990
H 1.7365 -3.8081 -4.8507
H 3.2253 -2.8569 -5.0557
H 1.8309 -2.1697 -4.1657
H 4.0283 -1.6431 -2.9158
H 4.9820 -2.7957 -1.9548
H 3.9693 -1.1371 -0.4275
H 3.2294 -2.7278 -0.1623
H 1.3191 -2.0714 -1.6093
H 2.0769 -0.4917 -1.8892
H 0.4425 1.6264 3.3947
H 1.1611 1.1476 5.7156
H 2.9049 -0.5412 6.1378
H 3.9243 -1.7727 4.2592
H 3.2196 -1.2860 1.9433
H 2.4844 1.3693 -1.8313
H 4.3449 2.8180 -2.4587
H 5.5766 4.0757 -0.7311
H 4.8960 3.9011 1.6346
H 3.1210 2.3426 2.2929
H -2.5297 -2.9357 -0.3667
H -4.1026 -2.5656 -2.2304
H -3.7105 -0.7325 -3.8337
H -1.7421 0.7302 -3.5757
H -0.1490 0.3443 -1.7518
H 0.9784 -2.9347 2.5494
H 1.9386 -5.1972 2.8544
H 1.8130 -6.8324 1.0097
H 0.7721 -6.2016 -1.1247
H -0.1935 -3.9652 -1.4360
```

## Properties
HOMO-LUMO gap (eV): 4.64
Molecular weight (Da): 924.8
Total charge: +1
Electronic energy (Eh): -3230.2040
HOMO energy (eV): -10.2
ΔE to the lowest compared entry with this formula, charge and spin (kcal per mole): 0.0
LUMO energy (eV): -5.55